DFT (the ωB97M-V functional and the def2-TZVPD basis) results for a structure of composition C2F3LuO4S in a non-equilibrium geometry.

As for the total charge: +2. The gap between HOMO and LUMO is 3.23 eV. As for the largest force on an atom: 7.51 eV/Å. For the HOMO energy, the calculation gives -16.89 eV. For the relative energy (zero: lowest compared OMol25 entry of this formula, charge and spin), the calculation gives 0.000 eV.

XYZ file:
```
11
C2F3LuO4S | the Open Molecules 2025 dataset | the ωB97M-V functional and the def2-TZVPD basis
Lu 0.353 2.770 2.239
S 0.244 0.402 -0.305
F -2.348 0.598 -0.214
F -1.582 -1.200 0.851
F -1.560 -1.126 -1.315
O 0.347 1.307 -1.407
O 0.398 1.266 1.034
O 2.069 -1.374 -1.291
O 1.909 -1.271 0.881
C 1.622 -0.955 -0.263
C -1.452 -0.417 -0.210
```